ORCA calculation (ωB97M-V/def2-TZVPD) on C42H52F5InN3P2 as an isolated structure in a non-equilibrium geometry.

**Energy**: -3167.73023 Ha
**2S+1**: 1
**Net charge**: +1

Last column: Mulliken charge in e.
Atoms and positions in Å:
1 In -0.32454 -0.18699 1.53520  1.063
2 C 3.12759 -3.41257 3.47853  0.393
3 C 3.62927 -2.07079 3.23645  -0.200
4 C 3.11670 -1.62931 1.97182  0.861
5 C 2.44796 -2.67711 1.40840  0.921
6 C 2.45079 -3.80164 2.39432  0.300
7 C 1.76274 -5.10126 2.18608  -1.413
8 C 1.73969 -2.86159 0.12651  -0.322
9 C 3.54019 -0.31074 1.30398  -1.251
10 C 4.47609 -1.29652 4.17449  -1.649
11 C 3.29068 -4.09309 4.84424  -1.449
12 H 1.97109 -5.45742 1.20012  0.390
13 H 0.68263 -5.06423 2.34009  -0.025
14 H 2.14614 -5.91648 2.83837  0.450
15 H 1.61220 -1.89277 -0.36830  -0.477
16 H 0.71286 -3.24936 0.31223  0.063
17 H 2.21768 -3.50443 -0.57518  0.663
18 H 4.62093 -0.30452 1.11649  0.420
19 H 3.39706 0.57519 1.86327  0.333
20 H 2.97956 -0.10629 0.37206  0.030
21 H 5.46510 -1.68842 4.18136  0.401
22 H 4.08498 -1.26453 5.17927  0.445
23 H 4.54514 -0.20543 3.87525  0.311
24 H 2.37165 -4.07018 5.37329  0.287
25 H 4.08289 -3.52849 5.40764  0.382
26 H 3.59670 -5.15340 4.69742  0.358
27 N -0.50175 1.37063 -2.14592  -0.413
28 P -0.49023 -0.36339 -2.19393  0.083
29 C -0.03365 -0.65305 -3.93274  0.372
30 C -0.75124 -0.15710 -5.01681  0.100
31 C -0.29071 -0.33645 -6.32311  -0.962
32 C 0.92474 -0.99589 -6.49028  -0.331
33 C 1.62240 -1.57906 -5.46434  -0.890
34 C 1.15345 -1.36100 -4.16590  0.129
35 C -2.27752 -0.76500 -2.24031  1.000
36 C -2.69140 -2.04263 -1.84804  -0.484
37 C -4.00958 -2.40878 -1.87856  -0.590
38 C -4.94116 -1.51726 -2.37696  -0.505
39 C -4.56056 -0.25569 -2.84255  -0.896
40 C -3.22952 0.14547 -2.70695  -0.616
41 P 0.53450 2.21741 -1.08741  1.129
42 C -0.06958 3.88472 -1.50361  0.267
43 C 0.41772 4.59869 -2.59635  -0.292
44 C -0.08714 5.84961 -2.92233  -0.796
45 C -1.00883 6.44146 -2.11344  -0.528
46 C -1.51033 5.77599 -0.98877  -0.854
47 C -1.10808 4.47671 -0.76061  0.450
48 C 2.12187 2.09382 -1.98635  0.771
49 C 2.18995 1.86839 -3.36513  -0.843
50 C 3.43530 1.67772 -3.97220  -0.884
51 C 4.59305 1.90453 -3.22756  -0.657
52 C 4.50143 2.36647 -1.89117  -0.562
53 C 3.28294 2.37371 -1.26377  -0.796
54 H -0.66222 1.78017 -3.07357  0.542
55 H -1.68584 0.40661 -4.84469  0.225
56 H -0.84514 0.10335 -7.11812  0.466
57 H 1.27592 -1.02941 -7.50488  0.418
58 H 2.53717 -2.19581 -5.69454  0.348
59 H 1.70074 -1.73920 -3.25968  0.197
60 H -1.93480 -2.79218 -1.46448  0.129
61 H -4.33949 -3.39981 -1.56254  0.480
62 H -6.00683 -1.76253 -2.42866  0.384
63 H -5.23046 0.45172 -3.31653  0.415
64 H -2.94734 1.16602 -2.97877  0.354
65 H 1.18841 4.20520 -3.24266  0.355
66 H 0.27128 6.37943 -3.83554  0.382
67 H -1.37247 7.43533 -2.34405  0.376
68 H -2.18383 6.23547 -0.30372  0.509
69 H -1.47944 3.96760 0.12054  -0.633
70 H 1.30006 1.71152 -3.91894  0.753
71 H 3.47759 1.39950 -5.03875  0.405
72 H 5.59841 1.89351 -3.63695  0.408
73 H 5.43591 2.51150 -1.28983  0.333
74 H 3.18651 2.62167 -0.22701  0.421
75 C -3.44690 1.71703 0.59010  -0.395
76 N -2.89928 0.90007 1.70461  0.742
77 C -3.77534 -0.30923 1.87673  -0.957
78 C -2.84477 1.62908 2.91844  -1.340
79 C -1.71299 2.58240 2.95338  -0.445
80 N -0.43092 1.86436 3.08723  0.420
81 C -0.22291 1.26480 4.41703  -1.125
82 C 0.67851 2.74163 2.75304  -1.056
83 H -4.38001 2.18574 0.81880  0.419
84 H -3.65043 1.09509 -0.27693  -0.105
85 H -2.73150 2.48903 0.30370  -0.142
86 H -4.79253 -0.09809 2.27647  0.349
87 H -3.34078 -0.98345 2.63565  0.372
88 H -3.86025 -0.77797 0.86421  0.050
89 H -2.76073 0.98302 3.81014  0.400
90 H -3.82443 2.07268 3.10771  0.516
91 H -1.82314 3.28326 3.76911  0.412
92 H -1.63256 3.26388 2.06573  0.055
93 H -0.23135 2.07925 5.20315  0.359
94 H 0.74977 0.82229 4.48127  0.355
95 H -0.99257 0.55102 4.75479  0.292
96 H 0.62166 3.64565 3.34707  0.398
97 H 0.72264 3.00325 1.68442  0.185
98 H 1.52713 2.15522 3.00119  0.300
99 F -2.25207 -4.34876 1.11180  -0.066
100 C -2.52467 -4.97066 2.23599  -0.085
101 F -1.60471 -4.71366 3.16102  -0.193
102 C -3.87852 -4.98963 2.64305  1.005
103 F -4.69408 -5.61347 1.76945  -0.222
104 F -3.92762 -5.48349 3.84743  -0.238
105 F -4.30867 -3.72766 2.87924  -0.219



ORCA calculation (ωB97M-V/def2-TZVPD) on C28H32As2BCl3N4O9RhS2 as an isolated structure in a non-equilibrium geometry.

**2S+1**: 1
**Net charge**: +1
**Energy relative to the best compared isomer or geometry (same formula, charge and spin)**: 4.9 kcal/mol

Last column: Mulliken charge in e.
Atoms and positions in Å:
1 Rh -1.38422 2.74225 -0.31910  -0.191
2 Cl 5.46308 3.50150 2.42298  -0.239
3 C 4.01402 3.22396 1.50876  0.209
4 C 2.89571 2.71125 2.12925  -0.933
5 C 1.74873 2.48844 1.38376  0.953
6 Cl 0.37400 1.87504 2.27495  -0.286
7 C 1.63857 2.73888 0.00096  -0.386
8 O 0.60914 2.49881 -0.76250  -0.671
9 C 2.81533 3.30917 -0.55158  0.638
10 Cl 2.77480 3.83145 -2.20435  -0.238
11 C 3.97277 3.53787 0.16137  -0.738
12 H 2.90603 2.48485 3.18588  0.474
13 H 4.82985 3.97641 -0.32920  0.485
14 C 0.02080 6.05471 3.15451  -0.837
15 N -1.11036 5.15153 3.02523  0.273
16 C -1.87978 4.63351 4.04993  -0.568
17 C -2.76201 3.78303 3.48387  -0.422
18 N -2.52280 3.76154 2.12115  0.474
19 B -3.35403 3.13355 0.97234  0.607
20 N -3.79247 1.64839 1.33330  0.273
21 C -4.76783 1.32520 2.23956  -0.439
22 C -4.96378 -0.01391 2.19284  -0.803
23 N -4.12523 -0.50128 1.22102  0.300
24 C -4.12934 -1.88838 0.78205  -0.978
25 C -3.40956 0.52786 0.72552  -0.002
26 S -2.32894 0.53443 -0.69024  -0.195
27 C -1.51266 4.61070 1.86195  -0.336
28 S -0.84525 4.89910 0.31239  -0.440
29 H 0.05246 6.42715 4.17459  0.334
30 H -0.09281 6.88933 2.46659  0.341
31 H 0.94572 5.52737 2.92128  0.289
32 H -1.72548 4.91310 5.07643  0.444
33 H -3.52181 3.18707 3.95500  0.440
34 H -4.37042 3.75706 0.82010  -0.121
35 H -2.99410 3.04382 -0.27386  0.321
36 H -5.27153 2.08161 2.81432  0.580
37 H -5.63187 -0.65774 2.73718  0.511
38 H -3.79518 -2.53800 1.58943  0.349
39 H -3.49590 -1.99066 -0.09215  0.239
40 H -5.13848 -2.16386 0.48214  0.449
41 C -2.75142 -5.15973 -2.68374  -0.823
42 O -1.73296 -4.59449 -1.82980  -0.193
43 C -1.83424 -3.30278 -1.56217  0.133
44 O -2.71957 -2.57859 -1.94699  -0.563
45 C -0.72674 -2.80579 -0.69726  0.777
46 C 0.38964 -3.45876 -0.37153  0.212
47 As 1.87318 -2.66880 0.70383  -0.115
48 C 3.34711 -3.72314 -0.01708  -1.359
49 C 1.99836 -1.12760 -0.51288  0.862
50 C 0.92766 -0.40846 -0.82521  1.309
51 As -0.76019 -0.95880 -0.07379  0.639
52 C -0.77011 -1.14398 1.85264  -1.445
53 C 0.68817 0.35304 -2.08616  -0.207
54 O -0.44336 0.33763 -2.53234  -0.708
55 O 1.75030 0.81073 -2.68794  0.071
56 C 1.48460 1.42892 -3.97202  -1.017
57 C 3.36781 -0.90120 -1.08822  -0.191
58 O 4.23985 -0.40442 -0.43297  -0.549
59 O 3.48983 -1.39761 -2.31215  -0.171
60 C 4.77482 -1.16393 -2.92903  -0.834
61 C 0.63987 -4.90475 -0.68887  -0.004
62 O 0.50927 -5.76212 0.14070  -0.561
63 O 1.11339 -5.06389 -1.91665  -0.169
64 C 1.41677 -6.42809 -2.27876  -0.803
65 H -2.74588 -6.22480 -2.47930  0.299
66 H -2.49275 -4.96503 -3.72219  0.323
67 H -3.71901 -4.72185 -2.45706  0.308
68 H 3.27762 -4.72273 0.40892  0.453
69 H 4.26744 -3.25707 0.33229  0.450
70 H 3.33076 -3.76592 -1.10298  0.366
71 H 0.16248 -0.76530 2.25906  0.657
72 H -0.90240 -2.19921 2.08071  0.520
73 H -1.59041 -0.54907 2.25025  0.393
74 H 2.44621 1.77946 -4.32589  0.267
75 H 0.79870 2.25995 -3.83140  0.321
76 H 1.05944 0.68659 -4.64379  0.355
77 H 4.69802 -1.58575 -3.92497  0.278
78 H 5.55980 -1.65436 -2.35745  0.331
79 H 4.97009 -0.09454 -2.97123  0.304
80 H 1.79163 -6.38073 -3.29488  0.265
81 H 0.51417 -7.03278 -2.22427  0.323
82 H 2.16689 -6.83635 -1.60506  0.335



ORCA calculation (ωB97M-V/def2-TZVPD) on C13H18NO3V as an isolated structure in a non-equilibrium geometry.

**2S+1**: 4
**Net charge**: +1
**<S²>**: 3.761
**Energy relative to the best compared isomer or geometry (same formula, charge and spin)**: 9.7 kcal/mol

Last column: Mulliken charge in e.
Atoms and positions in Å:
1 V -10.79391 -11.30742 -1.86975  0.578
2 C -12.39701 -8.89998 -0.40980  -0.846
3 O -12.54185 -10.07512 -1.21351  0.007
4 C -13.84783 -10.62635 -1.36813  -0.327
5 C -13.81022 -11.74174 -2.42584  -0.607
6 O -12.58243 -12.48158 -2.05007  -0.320
7 C -12.65167 -13.46891 -1.04919  -0.498
8 C -12.02422 -12.97128 0.21973  -0.463
9 O -10.74075 -12.40966 -0.06832  -0.124
10 C -9.97184 -11.89805 1.01608  -0.843
11 H -12.91717 -8.03758 -0.83204  0.285
12 H -11.31936 -8.69802 -0.26225  0.256
13 H -12.84353 -9.01373 0.54138  0.384
14 H -14.57750 -9.79164 -1.67982  0.453
15 H -14.21605 -11.07008 -0.34180  0.274
16 H -13.60941 -11.46048 -3.47892  0.256
17 H -14.70099 -12.40689 -2.37527  0.319
18 H -11.98993 -14.24378 -1.43737  0.295
19 H -13.72159 -13.73004 -1.04262  0.365
20 H -11.85449 -13.81449 0.84371  0.532
21 H -12.63849 -12.20472 0.71162  0.259
22 H -9.85559 -12.65136 1.81916  0.334
23 H -10.44119 -11.09514 1.51194  0.367
24 H -8.93327 -11.63788 0.74702  0.243
25 N -3.92123 -9.32568 -1.17899  -0.407
26 C -4.90833 -9.79473 -1.53611  -0.130
27 C -6.27933 -10.26364 -1.93254  0.557
28 C -7.40624 -9.45008 -2.04121  -0.791
29 C -8.60244 -10.01636 -2.42273  0.073
30 C -8.84229 -11.37355 -2.55136  -0.216
31 C -7.68467 -12.18166 -2.37713  -0.624
32 C -6.45597 -11.62524 -2.10629  -0.467
33 H -7.25249 -8.42787 -1.71999  0.422
34 H -9.28257 -9.21232 -2.59316  0.531
35 H -7.63814 -13.23955 -2.47103  0.447
36 H -5.59495 -12.25022 -1.96691  0.425